This record from the Open Molecules 2025 dataset describes a structure of composition C37H69AlBBrF2I2KN2O15PS. The level of theory is ωB97M-V/def2-TZVPD.

For the total energy, the calculation gives -7664.314728 Eh. The value obtained for the molecular weight is 1293.599 u. The calculation puts the HOMO-LUMO gap at 1.5051 eV. The value obtained for the LUMO energy is -4.9 eV.

Each line ends with the Löwdin charge.
CARTESIAN COORDINATES (ANGSTROEM)
C  4.161  -1.527  2.727  -0.13
C  5.215  -0.361  2.426  -0.20
C  4.877  0.481  1.065  -0.20
O  4.141  -0.323  0.121  -0.33
C  3.198  0.514  -0.660  -0.24
B  4.136  1.529  -1.542  -0.42
C  3.737  3.123  -1.466  -0.02
O  5.255  1.144  -2.398  0.00
C  2.285  -0.506  -1.530  -0.61
I  3.704  -2.210  -1.883  1.06
C  2.002  -0.003  -3.075  -0.24
C  0.847  -0.845  -3.819  -0.34
C  0.592  -2.416  -3.710  -0.07
N  0.034  -0.188  -4.647  0.14
O  1.203  -1.135  -0.895  -0.23
C  0.125  -0.382  -0.401  -0.72
I  -0.139  1.694  -0.846  1.40
C  0.159  -0.505  1.230  -0.16
C  0.662  -1.932  1.740  -0.18
C  -0.371  -3.132  1.515  -0.20
C  -0.546  -4.146  2.760  -0.30
C  -2.149  -4.302  3.018  -0.18
C  -2.668  -3.139  3.997  -0.19
C  -4.180  -2.671  3.734  -0.15
C  -4.236  -1.081  4.063  -0.21
O  -5.589  -0.597  3.861  -0.03
C  -5.664  0.819  3.852  -0.40
C  -4.438  1.825  4.037  -0.02
O  -6.810  1.340  3.712  0.02
C  -1.228  -1.123  -0.945  -0.11
C  -2.564  -0.533  -0.323  -0.29
O  -3.038  -0.912  0.805  -0.02
C  -3.476  0.551  -1.088  -0.12
C  -4.600  1.306  -0.291  0.01
C  -5.564  2.343  -0.943  -0.04
C  -5.452  2.660  -2.455  -0.05
C  -4.323  1.932  -3.252  -0.03
C  -3.345  0.888  -2.598  -0.01
H  3.119  -1.050  2.710  0.06
H  4.263  -2.451  2.068  0.07
H  4.310  -1.893  3.818  0.08
H  5.389  0.366  3.287  0.11
H  6.242  -0.854  2.209  0.11
H  4.301  1.419  1.428  0.14
H  5.920  0.814  0.682  0.14
H  2.630  1.140  0.120  0.08
H  2.669  3.193  -1.893  0.05
H  4.482  3.787  -2.024  0.08
H  3.659  3.364  -0.351  0.08
H  5.083  1.562  -3.287  0.02
H  2.975  -0.175  -3.704  -0.07
H  1.662  1.098  -3.119  0.09
H  -0.552  -2.563  -3.807  0.10
H  0.887  -2.890  -2.718  0.03
H  1.072  -3.039  -4.543  0.07
H  0.288  0.813  -4.681  0.04
H  0.977  0.255  1.550  0.10
H  -0.804  -0.129  1.716  0.12
H  0.802  -1.828  2.888  0.12
H  1.719  -2.202  1.353  0.10
H  -1.422  -2.818  1.206  0.10
H  0.049  -3.760  0.631  0.10
H  0.015  -3.818  3.701  0.13
H  -0.209  -5.191  2.375  -0.16
H  -2.734  -4.324  2.025  0.13
H  -2.305  -5.341  3.486  0.12
H  -2.582  -3.533  5.065  0.12
H  -1.966  -2.243  3.847  0.11
H  -4.492  -2.879  2.653  0.12
H  -4.932  -3.217  4.415  0.12
H  -3.853  -0.888  5.137  0.14
H  -3.461  -0.602  3.366  0.10
H  -3.935  1.775  5.060  0.07
H  -4.723  2.898  3.740  0.11
H  -3.629  1.508  3.272  0.08
H  -1.255  -0.850  -2.071  0.09
H  -1.144  -2.265  -0.918  0.13
H  -4.739  1.086  0.828  0.09
H  -6.348  2.847  -0.287  0.09
H  -6.175  3.399  -2.962  0.10
H  -4.277  2.182  -4.375  0.11
H  -2.552  0.388  -3.260  0.10
F  1.767  2.491  0.989  -0.68
Al  1.388  -5.708  2.018  1.04
C  2.118  -8.768  -5.455  -0.14
O  2.376  -7.422  -5.810  -0.21
P  1.233  -6.406  -6.289  0.42
O  1.356  -5.053  -5.709  -0.24
O  -0.172  -7.133  -6.008  -0.21
C  -0.665  -7.147  -4.677  -0.35
O  1.343  -6.469  -7.887  -0.21
C  1.365  -5.233  -8.601  -0.11
H  2.159  -8.854  -4.370  0.02
H  1.153  -9.130  -5.812  0.09
H  2.899  -9.402  -5.881  0.09
H  -0.171  -6.402  -4.055  -0.08
H  -0.519  -8.138  -4.251  -0.04
H  -1.738  -6.934  -4.698  0.10
H  2.393  -4.867  -8.653  0.09
H  0.716  -4.463  -8.131  0.01
H  1.000  -5.412  -9.615  0.09
C  -0.483  5.982  -0.336  -0.26
S  0.890  6.052  -1.506  0.83
O  1.205  4.647  -1.909  -0.62
C  2.137  6.563  -0.306  -0.28
H  -1.373  5.642  -0.869  0.05
H  -0.252  5.281  0.468  0.06
H  -0.665  6.978  0.072  0.05
H  2.205  5.828  0.495  0.03
H  1.872  7.540  0.102  0.05
H  3.099  6.633  -0.816  0.05
C  4.247  7.028  3.983  -0.02
C  2.853  7.133  3.424  -0.48
O  2.523  6.513  2.431  0.04
C  1.884  8.033  4.143  -0.02
H  4.835  6.346  3.365  0.08
H  4.727  8.010  3.973  0.09
H  4.211  6.635  5.001  0.09
H  2.258  9.059  4.140  0.09
H  1.743  7.685  5.168  0.09
H  0.920  8.010  3.630  0.08
F  0.188  -3.138  -7.572  -0.49
C  -4.994  3.891  7.933  0.05
N  -3.638  4.228  7.424  -0.44
O  -3.249  3.635  6.430  0.05
O  -3.013  5.074  8.040  0.07
H  -5.430  3.128  7.291  0.09
H  -4.880  3.521  8.951  0.10
H  -5.589  4.803  7.908  0.10
Br  0.625  -7.529  -2.561  0.14
K  3.974  0.621  -4.962  0.99
O  -1.777  2.877  -3.983  -0.20
H  -1.432  2.465  -3.193  -0.18

***

This record from the Open Molecules 2025 dataset describes a structure of composition C37H72F3O35Rb. The level of theory is ωB97M-V/def2-TZVPD.

For the total energy, the calculation gives -4410.162633 Eh. The value obtained for the molecular weight is 1219.410 u. The calculation puts the HOMO-LUMO gap at 7.0424 eV. The value obtained for the LUMO energy is -0.4 eV. The calculation puts the energy above the lowest of the compared OMol25 structures with the same formula, charge and spin at 0.0 kJ/mol.

Each line ends with the Löwdin charge.
CARTESIAN COORDINATES (ANGSTROEM)
Rb  -3.120  2.158  -1.732  0.92
C  0.220  2.316  -0.608  -0.52
O  -0.762  1.225  -0.602  -0.25
O  -0.317  3.404  -1.146  -0.23
C  1.010  2.314  0.687  -0.52
F  1.637  1.124  0.881  0.12
F  1.978  3.236  0.650  0.15
F  0.250  2.517  1.792  0.12
C  -0.325  -0.063  -1.006  -0.25
C  -1.599  -0.856  -1.321  -0.07
H  -2.263  -0.951  -0.458  0.07
H  -2.204  -0.416  -2.118  0.03
H  -1.290  -1.848  -1.658  0.07
H  0.204  -0.539  -0.175  0.09
H  0.278  -0.077  -1.918  0.13
H  0.971  2.063  -1.391  0.13
C  3.154  -2.210  -0.534  -0.01
O  3.335  -2.363  -1.934  -0.01
C  3.055  -3.549  -2.449  -0.61
O  2.605  -4.498  -1.858  0.12
O  3.233  -3.461  -3.764  0.00
C  2.933  -4.606  -4.524  -0.04
H  3.814  -1.432  -0.172  0.10
H  3.343  -3.165  -0.039  0.10
H  2.116  -1.986  -0.279  0.09
H  3.148  -4.426  -5.573  0.10
H  1.877  -4.886  -4.481  0.09
H  3.488  -5.489  -4.199  0.10
C  1.353  5.678  2.380  -0.04
O  0.724  6.820  2.932  0.02
C  0.907  7.024  4.227  -0.63
O  1.605  6.362  4.955  0.12
O  0.152  8.041  4.603  0.01
C  0.209  8.414  5.970  -0.04
H  2.439  5.814  2.302  0.10
H  1.116  5.607  1.318  0.10
H  1.079  4.791  2.931  0.07
H  0.072  7.532  6.598  0.09
H  -0.624  9.073  6.190  0.09
H  1.160  8.885  6.213  0.10
C  4.841  -2.817  6.786  -0.04
O  4.961  -2.207  5.514  0.00
C  4.396  -1.027  5.308  -0.63
O  3.723  -0.441  6.118  0.12
O  4.639  -0.639  4.071  0.02
C  3.789  0.368  3.554  -0.04
H  5.194  -3.833  6.658  0.09
H  3.798  -2.818  7.107  0.10
H  5.417  -2.284  7.542  0.10
H  2.946  -0.052  3.003  0.09
H  4.348  0.992  2.859  0.07
H  3.420  1.021  4.342  0.10
C  8.210  0.457  -0.034  -0.04
O  7.472  1.609  -0.421  0.01
C  6.649  2.113  0.492  -0.61
O  6.510  1.737  1.623  0.12
O  5.971  3.107  -0.077  0.02
C  5.028  3.765  0.748  -0.04
H  8.016  -0.295  -0.800  0.09
H  7.899  0.069  0.932  0.09
H  9.281  0.652  -0.016  0.09
H  4.231  4.200  0.156  0.06
H  5.525  4.613  1.232  0.10
H  4.550  3.161  1.513  0.08
C  4.943  0.198  -3.430  -0.03
O  4.719  1.324  -2.616  0.02
C  3.564  1.958  -2.706  -0.61
O  2.585  1.585  -3.290  0.13
O  3.616  3.062  -1.966  -0.02
C  2.798  4.173  -2.345  -0.02
H  5.942  -0.171  -3.208  0.10
H  4.995  0.518  -4.476  0.11
H  4.216  -0.603  -3.316  0.07
H  1.733  3.955  -2.242  0.08
H  3.086  4.533  -3.332  0.10
H  3.030  4.967  -1.636  0.09
C  -1.572  0.212  2.387  -0.02
O  -2.521  -0.740  2.852  0.00
C  -3.802  -0.405  2.849  -0.62
O  -4.260  0.629  2.438  0.13
O  -4.498  -1.422  3.331  0.02
C  -5.890  -1.252  3.385  -0.05
H  -1.969  0.769  1.545  0.09
H  -0.668  -0.312  2.080  0.10
H  -1.242  0.872  3.189  0.08
H  -6.184  -0.280  3.780  0.10
H  -6.386  -2.056  3.918  0.10
H  -6.327  -1.283  2.378  0.10
C  -2.135  -3.458  1.084  -0.02
O  -2.634  -4.566  0.347  0.02
C  -3.931  -4.687  0.147  -0.62
O  -4.808  -3.924  0.461  0.13
O  -4.098  -5.834  -0.482  0.02
C  -5.408  -6.198  -0.867  -0.03
H  -1.318  -3.017  0.512  0.08
H  -1.667  -3.830  1.995  0.11
H  -2.852  -2.685  1.336  0.08
H  -5.792  -5.503  -1.615  0.07
H  -6.101  -6.221  -0.026  0.10
H  -5.377  -7.173  -1.343  0.10
C  -5.737  0.940  -5.250  -0.02
O  -6.078  -0.382  -4.836  0.02
C  -5.438  -0.838  -3.770  -0.62
O  -4.541  -0.246  -3.208  0.05
O  -5.953  -2.008  -3.464  0.03
C  -5.609  -2.648  -2.247  -0.03
H  -6.295  1.110  -6.163  0.10
H  -4.672  1.023  -5.470  0.10
H  -5.988  1.656  -4.468  0.10
H  -6.137  -3.587  -2.154  0.08
H  -5.974  -2.067  -1.392  0.11
H  -4.549  -2.792  -2.046  0.09
C  -2.545  -1.601  -5.828  -0.04
O  -1.216  -2.074  -5.990  0.02
C  -0.293  -1.127  -5.795  -0.62
O  -0.509  0.053  -5.738  0.13
O  0.899  -1.701  -5.713  0.00
C  1.977  -0.869  -5.224  -0.02
H  -2.678  -0.840  -5.067  0.08
H  -3.238  -2.419  -5.687  0.07
H  -2.818  -1.092  -6.761  0.11
H  2.005  0.034  -5.836  0.10
H  2.867  -1.435  -5.476  0.09
H  1.835  -0.590  -4.188  0.08
C  -0.496  -4.754  -2.249  -0.04
O  -1.644  -4.154  -2.816  0.00
C  -2.517  -4.940  -3.422  -0.62
O  -2.528  -6.140  -3.396  0.14
O  -3.417  -4.180  -4.042  -0.04
C  -4.457  -4.796  -4.794  -0.02
H  0.203  -5.273  -2.904  0.09
H  -0.782  -5.438  -1.450  0.10
H  0.084  -3.937  -1.824  0.08
H  -4.872  -3.988  -5.393  0.09
H  -5.226  -5.144  -4.106  0.09
H  -4.086  -5.579  -5.448  0.10
C  -1.324  3.607  4.322  -0.04
O  -2.267  4.628  4.605  0.03
C  -2.601  4.944  5.846  -0.62
O  -3.326  5.860  6.114  0.14
O  -2.019  4.130  6.729  -0.02
C  -2.484  4.140  8.062  -0.04
H  -1.130  3.588  3.253  0.08
H  -1.815  2.660  4.559  0.09
H  -0.363  3.660  4.832  0.11
H  -2.282  5.109  8.524  0.10
H  -1.967  3.369  8.623  0.09
H  -3.558  3.955  8.126  0.10

***

This record from the Open Molecules 2025 dataset describes a structure of composition C37H73AsCsN8OPSeSi3. The level of theory is ωB97M-V/def2-TZVPD.

For the total energy, the calculation gives -7834.216868 Eh. The value obtained for the molecular weight is 1048.065 u. The calculation puts the HOMO-LUMO gap at 3.0121 eV. The value obtained for the LUMO energy is 3.5 eV. The calculation puts the energy above the lowest of the compared OMol25 structures with the same formula, charge and spin at 123.3 kJ/mol. Its total charge is -2.

Each line ends with the Löwdin charge.
CARTESIAN COORDINATES (ANGSTROEM)
Cs  -1.395  -1.157  1.271  0.28
N  2.631  -3.127  3.392  0.01
C  1.557  -3.447  2.648  -0.19
N  0.471  -3.028  3.257  0.09
C  0.952  -2.401  4.364  -0.35
N  2.262  -2.438  4.501  0.10
C  0.055  -1.607  5.222  -0.23
C  0.305  -1.305  6.555  -0.11
N  -0.530  -0.548  7.263  0.06
C  -1.595  -0.078  6.617  -0.14
C  -1.851  -0.363  5.276  -0.13
N  -1.021  -1.142  4.592  0.12
H  3.603  -3.229  3.160  0.13
H  1.591  -3.852  1.640  0.05
H  1.191  -1.686  7.050  0.10
H  -2.280  0.554  7.172  0.10
H  -2.702  0.026  4.705  -0.01
C  -2.224  3.145  5.001  -0.24
Si  -1.542  3.899  3.430  0.22
C  -0.483  5.385  3.966  -0.24
C  -2.873  4.548  2.295  -0.25
As  -0.188  2.284  2.351  0.75
Si  0.261  3.333  0.310  0.24
C  0.802  5.146  0.311  -0.22
C  1.611  2.340  -0.550  -0.23
C  -1.333  3.258  -0.685  -0.23
Si  1.902  2.445  3.447  0.25
C  2.955  4.017  3.367  -0.22
C  2.978  1.057  2.762  -0.23
C  1.582  2.104  5.269  -0.22
H  -2.829  3.898  5.520  0.03
H  -1.427  2.816  5.672  0.01
H  -2.866  2.310  4.706  -0.04
H  -1.147  6.157  4.373  0.02
H  0.088  5.827  3.146  0.00
H  0.221  5.109  4.756  0.00
H  -3.565  5.154  2.892  0.02
H  -3.419  3.693  1.879  -0.05
H  -2.456  5.182  1.507  0.00
H  1.661  5.348  0.952  0.00
H  -0.021  5.788  0.632  0.01
H  1.066  5.431  -0.714  0.02
H  2.603  2.586  -0.160  0.02
H  1.610  2.563  -1.623  0.03
H  1.471  1.265  -0.425  0.01
H  -1.953  4.131  -0.469  0.01
H  -1.926  2.374  -0.432  0.00
H  -1.111  3.253  -1.759  0.02
H  3.130  4.346  2.341  0.00
H  3.933  3.799  3.814  0.02
H  2.505  4.843  3.921  0.01
H  3.449  1.346  1.819  0.01
H  2.407  0.144  2.581  0.01
H  3.774  0.817  3.475  0.03
H  1.176  2.985  5.773  0.02
H  2.516  1.829  5.769  0.03
H  0.874  1.288  5.412  0.00
Se  -3.646  0.839  2.275  -0.77
C  -8.153  1.353  -3.318  -0.07
C  -7.137  1.579  -4.428  -0.21
N  -5.765  1.518  -3.945  -0.06
C  -5.201  2.725  -3.353  -0.19
C  -4.663  3.709  -4.379  -0.07
C  -5.149  0.306  -3.907  -0.42
O  -5.717  -0.730  -4.222  0.06
C  -3.718  0.316  -3.461  -0.14
C  -2.692  0.579  -4.357  -0.02
C  -1.387  0.579  -3.894  -0.05
C  -1.170  0.362  -2.540  -0.15
N  -2.150  0.132  -1.673  0.05
C  -3.395  0.076  -2.131  -0.07
H  -9.173  1.408  -3.705  0.07
H  -8.053  2.095  -2.524  0.07
H  -8.005  0.367  -2.878  0.08
H  -7.281  2.553  -4.904  0.11
H  -7.251  0.813  -5.192  0.11
H  -4.424  2.440  -2.644  0.12
H  -5.986  3.202  -2.760  0.12
H  -3.893  3.250  -4.999  0.06
H  -4.220  4.569  -3.873  0.08
H  -5.454  4.077  -5.036  0.06
H  -2.916  0.774  -5.400  0.12
H  -0.551  0.755  -4.558  0.10
H  -0.166  0.399  -2.130  0.09
H  -4.162  -0.087  -1.378  0.12
C  2.401  -6.058  -0.380  -0.12
C  3.346  -4.986  -0.949  -0.59
C  4.200  -5.619  -2.054  -0.10
C  4.290  -4.583  0.191  -0.11
P  2.243  -3.444  -1.364  0.72
N  1.200  -3.143  -0.287  -0.31
C  1.468  -3.850  -3.080  -0.60
C  0.827  -5.241  -2.986  -0.11
C  2.363  -3.824  -4.324  -0.10
C  0.309  -2.861  -3.275  -0.12
C  3.470  -1.981  -1.669  -0.59
C  4.780  -2.236  -2.423  -0.10
C  2.698  -0.897  -2.430  -0.11
C  3.789  -1.376  -0.291  -0.12
H  2.942  -6.697  0.328  0.07
H  2.002  -6.704  -1.161  0.05
H  1.556  -5.587  0.127  0.05
H  4.805  -6.431  -1.626  0.08
H  4.889  -4.912  -2.514  0.06
H  3.592  -6.061  -2.843  0.05
H  4.687  -5.486  0.668  0.08
H  3.757  -3.990  0.936  0.04
H  5.138  -3.996  -0.157  0.05
H  1.561  -6.047  -3.010  0.05
H  0.162  -5.381  -3.845  0.07
H  0.235  -5.330  -2.073  0.08
H  3.223  -4.490  -4.246  0.05
H  2.733  -2.823  -4.546  0.05
H  1.782  -4.148  -5.197  0.08
H  -0.183  -2.684  -2.314  0.06
H  -0.416  -3.277  -3.984  0.08
H  0.645  -1.907  -3.677  0.05
H  4.626  -2.702  -3.397  0.05
H  5.476  -2.859  -1.861  0.05
H  5.288  -1.278  -2.599  0.08
H  2.581  -1.124  -3.489  0.06
H  3.243  0.049  -2.353  0.08
H  1.712  -0.764  -1.986  0.05
H  4.577  -1.917  0.230  0.06
H  2.887  -1.387  0.325  0.05
H  4.131  -0.342  -0.415  0.07

***

- The highest molecular weight belongs to which entry?
  C37H69AlBBrF2I2KN2O15PS

***

- Which of these has the highest HOMO-LUMO gap?
  C37H72F3O35Rb